Arrangement a

Computed, not measured: a molecular structure, H31O15, with the ωB97M-V functional and the def2-TZVPD basis.

For the LUMO energy, the calculation gives -2.9061 eV. The value obtained for the HOMO energy is -13.240 eV. As for the total charge: +1. For the orbital gap, the calculation gives 10.33 eV.

XYZ file:
```
46
Properties=species:S:1:pos:R:3:mulliken_charge:R:1
O -4.071 -0.539 2.053 -0.66
H 1.475 -4.168 -1.340 0.27
H -4.557 -1.389 1.860 0.33
O 2.180 -1.904 3.105 -0.71
H 2.491 -1.463 2.293 0.32
H 3.034 -2.143 3.427 0.29
O 1.426 -3.851 -0.438 -0.63
H -0.842 2.811 -1.429 0.36
H 2.356 -3.815 -0.078 0.33
O 0.917 3.759 -0.493 -0.51
H 0.162 3.622 0.058 0.26
H 0.869 4.618 -0.742 0.26
O 3.008 1.304 -0.678 -0.59
H 2.211 0.904 -0.403 0.22
H 2.816 2.078 -1.253 0.35
O -1.723 3.203 -1.039 -0.69
H -1.962 3.884 -1.683 0.30
H -0.456 -1.310 0.557 0.45
O 0.218 0.224 3.216 -0.68
H 0.995 -0.395 3.331 0.35
H -0.318 0.082 4.065 0.36
O -1.816 -1.041 -0.814 -0.62
H -1.275 -0.826 -1.541 0.28
H -2.519 -0.391 -0.748 0.37
O -0.893 -1.282 1.585 -0.53
H -0.028 -1.992 1.902 0.47
H -0.775 -0.245 1.658 0.43
O 1.326 2.553 -2.673 -0.57
H -2.517 1.676 -1.515 0.41
O 1.240 -0.938 -3.611 -0.59
H 0.741 -0.372 -4.195 0.30
H 1.433 -1.720 -4.152 0.27
O -2.173 2.254 1.595 -0.56
H -2.641 1.973 2.430 0.27
H -3.077 2.594 1.292 0.30
O 0.331 -3.225 2.097 -0.54
H 0.529 -3.079 3.073 0.44
H 1.201 -3.616 1.883 0.35
O -2.686 0.901 -2.084 -0.73
H -3.292 -0.330 1.561 0.31
H -3.644 0.873 -2.300 0.32
O 2.321 -1.522 -0.880 -0.48
H 1.996 -0.722 -1.513 0.31
H 2.519 -2.190 -1.541 0.23
H 1.653 1.794 -3.130 0.28
H 1.816 3.362 -2.764 0.29
```


Arrangement b

Computed, not measured: a molecular structure, H31O15, with the ωB97M-V functional and the def2-TZVPD basis.

For the LUMO energy, the calculation gives -2.6614 eV. The value obtained for the HOMO energy is -13.187 eV. As for the total charge: +1. For the orbital gap, the calculation gives 10.53 eV.

XYZ file:
```
46
Properties=species:S:1:pos:R:3:mulliken_charge:R:1
O 3.954 -0.398 0.058 -0.60
H 2.219 -0.607 -0.464 0.29
H 4.665 -0.622 0.647 0.29
O -3.692 -0.266 2.380 -0.58
H -3.833 0.632 2.693 0.29
H -3.951 -0.248 1.458 0.31
O 1.284 -0.881 -0.299 -0.45
H -0.915 3.970 0.951 0.32
H 1.110 -0.270 0.436 0.33
O 0.939 3.273 -1.783 -0.62
H 0.109 2.855 -1.541 0.31
H 0.703 4.145 -2.114 0.30
O -2.353 1.434 0.108 -0.44
H -1.741 1.849 0.763 0.40
H -2.184 0.530 -0.119 0.16
O -1.141 3.188 1.458 -0.67
H 1.417 -2.623 -3.056 0.29
H -3.580 2.995 -1.375 0.28
O 0.454 -2.680 -3.015 -0.62
H 0.006 -3.117 -1.291 0.36
H -2.679 3.143 -2.797 0.29
O 1.534 -2.843 1.370 -0.56
H 0.725 -2.580 1.868 0.39
H 1.337 -1.948 0.447 0.49
O -3.105 3.490 -2.025 -0.61
H -2.002 3.214 1.881 0.32
H -2.083 -0.806 -1.836 0.28
O -0.808 -0.882 4.173 -0.59
H 2.823 2.464 2.491 0.28
O 2.587 -0.237 -2.550 -0.51
H 3.287 -0.751 -2.962 0.27
H 2.120 0.259 -3.222 0.27
O -0.111 -3.674 -0.498 -0.60
H 1.129 -3.573 0.831 0.51
H -0.680 -4.410 -0.498 0.27
O -1.240 -0.358 -1.677 -0.60
H 0.360 -3.575 -3.373 0.31
H -0.926 -0.268 -2.583 0.20
O 2.581 2.303 1.597 -0.57
H 3.764 0.466 0.460 0.31
H 2.062 2.942 1.111 0.30
O -0.800 -1.571 1.191 -0.45
H -1.156 -1.395 0.312 0.18
H -1.522 -1.311 1.780 0.29
H -0.641 0.046 4.084 0.30
H -0.026 -1.307 4.529 0.29
```


Relative energies, hartree: arrangement a 0.0913; arrangement b 0.0000.


Arrangement a

Computed, not measured: C5H14N2O3 in the gas phase, with the ωB97M-V functional and the def2-TZVPD basis.

For the LUMO energy, the calculation gives 0.5979 eV. Its SMILES is C[C@H](O)[C@@](N)(O)[C@](C)(N)O. The value obtained for the HOMO energy is -9.463 eV. As for the total charge: 0. For the orbital gap, the calculation gives 10.06 eV.

XYZ file:
```
24
Properties=species:S:1:pos:R:3:mulliken_charge:R:1
C 1.781 0.046 -1.908 -1.39
C 0.697 -0.708 -1.013 0.20
O -0.527 -0.839 -1.733 -0.56
C 0.566 -0.088 0.404 0.76
N 1.131 -0.988 1.417 -0.79
O 1.289 1.115 0.547 -0.66
C -1.038 0.186 0.810 0.57
C -1.621 1.410 0.109 -1.45
N -1.125 0.421 2.252 -0.67
O -1.860 -0.943 0.560 -0.64
H 1.841 -0.437 -2.889 0.46
H 1.493 1.083 -2.103 0.33
H 2.767 0.014 -1.435 0.37
H 1.072 -1.734 -0.925 0.08
H -0.324 -0.881 -2.686 0.37
H 0.579 -1.846 1.410 0.24
H 2.091 -1.205 1.161 0.29
H 1.064 1.405 1.452 0.49
H -2.672 1.560 0.390 0.37
H -1.615 1.307 -0.980 0.29
H -1.079 2.326 0.365 0.27
H -2.101 0.279 2.508 0.36
H -0.639 -0.367 2.688 0.33
H -1.769 -1.115 -0.400 0.37
```


Arrangement b

Computed, not measured: a molecular structure, C5H14N2O3, with the ωB97M-V functional and the def2-TZVPD basis.

For the LUMO energy, the calculation gives 0.7042 eV. The value obtained for the HOMO energy is -7.653 eV. As for the total charge: 0. For the orbital gap, the calculation gives 8.36 eV.

XYZ file:
```
24
Properties=species:S:1:pos:R:3:mulliken_charge:R:1
C -0.624 0.987 0.429 0.94
C 0.682 -1.050 -0.521 0.89
C 0.135 0.806 -0.785 -0.40
C 0.069 1.100 1.754 -1.61
C -0.297 -2.035 0.076 -1.71
N -1.909 0.520 0.452 -0.31
N 1.954 -1.111 0.131 -0.65
O -0.464 2.783 -0.223 -0.75
O 0.872 -1.361 -1.905 -0.62
O -0.609 0.776 -1.944 -0.59
H -1.013 2.917 -1.006 0.24
H 1.648 -1.933 -1.970 0.41
H -0.219 0.072 -2.494 0.43
H 1.140 1.219 -0.818 0.47
H -2.382 0.520 -0.442 0.25
H -2.475 0.770 1.247 0.26
H 2.518 -0.280 -0.006 0.26
H 1.892 -1.330 1.115 0.24
H -0.302 0.361 2.463 0.38
H 1.149 1.013 1.661 0.32
H -0.124 2.107 2.122 0.45
H -1.230 -2.016 -0.484 0.30
H -0.523 -1.787 1.113 0.31
H 0.113 -3.050 0.035 0.48
```


Relative energies, hartree: arrangement a 0.0000; arrangement b 0.0837.


Arrangement a

Computed, not measured: 2 unconnected molecules or ions with the total composition FHN2O2S, with the ωB97M-V functional and the def2-TZVPD basis.

For the LUMO energy (spin up / spin down), the calculation gives -3.5170 / -3.5180 eV. The value obtained for the HOMO energy (spin up / spin down) is -11.279 / -11.287 eV. As for the total charge: 0. For the orbital gap (spin up / spin down), the calculation gives 7.76 / 7.77 eV.

XYZ file:
```
7
Properties=species:S:1:pos:R:3:mulliken_charge:R:1
N -2.269 -1.223 0.408 1.23
N -0.929 -0.839 0.225 -0.14
O -2.552 -2.356 0.450 -0.48
O -3.064 -0.324 0.593 -0.59
F -1.396 -1.657 -1.671 -0.48
S -0.618 0.648 0.088 0.21
H 0.647 0.425 0.782 0.25
```


Arrangement b

Computed, not measured: a molecular structure, FHN2O2S, with the ωB97M-V functional and the def2-TZVPD basis.

For the LUMO energy (spin up / spin down), the calculation gives -2.5788 / -2.5794 eV. The value obtained for the HOMO energy (spin up / spin down) is -10.741 / -10.741 eV. As for the total charge: 0. For the orbital gap (spin up / spin down), the calculation gives 8.16 / 8.16 eV.

XYZ file:
```
7
Properties=species:S:1:pos:R:3:mulliken_charge:R:1
N 1.218 -0.256 -0.059 1.05
N -0.003 0.311 0.284 -0.17
O 2.089 0.484 -0.461 -0.54
O 1.284 -1.417 0.240 -0.50
F -0.223 1.610 -0.024 -0.12
S -1.783 -0.772 -0.437 0.06
H -2.582 0.040 0.458 0.22
```


Relative energies, hartree: arrangement a 0.0282; arrangement b 0.0000.


Arrangement a

Computed, not measured: a molecular structure, C3H5FO3, with the ωB97M-V functional and the def2-TZVPD basis.

For the LUMO energy, the calculation gives 0.6093 eV. The value obtained for the HOMO energy is -8.846 eV. As for the total charge: 0. For the orbital gap, the calculation gives 9.46 eV.

XYZ file:
```
12
Properties=species:S:1:pos:R:3:mulliken_charge:R:1
C 1.481 -0.922 -0.575 -0.11
C -0.756 -0.037 0.430 -0.46
C 1.026 0.453 -0.327 0.71
O 2.075 -1.615 0.203 -0.52
O -1.690 -0.294 -0.494 -0.48
O 1.526 1.255 0.661 -0.56
F 0.804 1.168 -1.412 -0.29
H 1.103 -1.167 -1.575 0.32
H -0.561 -0.961 1.131 0.28
H -0.869 0.837 0.917 0.38
H -2.233 0.481 -0.793 0.35
H 2.332 0.751 1.116 0.37
```


Arrangement b

Computed, not measured: C3H5FO3 in the gas phase, with the ωB97M-V functional and the def2-TZVPD basis.

For the LUMO energy, the calculation gives 0.7832 eV. Its SMILES is C[C@H]1OOO[C@H]1F. The value obtained for the HOMO energy is -9.499 eV. As for the total charge: 0. For the orbital gap, the calculation gives 10.28 eV.

XYZ file:
```
12
Properties=species:S:1:pos:R:3:mulliken_charge:R:1
C 0.487 0.462 0.531 -1.40
C -0.698 0.203 -0.361 0.39
O -1.164 1.420 -1.080 -0.23
O -2.069 0.937 -2.043 -0.06
O -1.512 -0.304 -2.562 -0.29
C -0.408 -0.836 -1.430 0.14
F 0.715 -0.683 -2.078 -0.22
H 1.233 1.072 0.045 0.38
H 0.922 -0.472 0.616 0.37
H 0.341 1.069 1.378 0.39
H -1.620 -0.115 0.257 0.23
H -0.727 -1.916 -1.348 0.30
```


Relative energies, hartree: arrangement a 0.0000; arrangement b 0.1443.